{
  "formula": "C6H4O",
  "method": "ωB97M-V with the def2-TZVPD basis set",
  "fmax_ev_per_a": 0.7,
  "gap_ha": 0.346,
  "de_lowest_ev": 4.3577,
  "spin_multiplicity": 1,
  "homo_ha": -0.385,
  "total_energy_ha": -306.05139,
  "e_lumo_ha": -0.0394,
  "species": ["C", "C", "C", "C", "O", "C", "C", "H", "H", "H", "H"],
  "coordinates": [[-1.757810, 0.089666, -0.637487], [-0.325138, 0.553599, -0.466058], [0.315061, 1.279035, -1.346740], [0.357438, 0.243464, 0.844953], [-0.233128, 0.368560, 1.893302], [1.709119, -0.284029, 0.764034], [2.795774, -0.800414, 0.691657], [-2.187115, 0.441061, -1.578627], [-2.356689, 0.460099, 0.198601], [-1.782604, -1.004895, -0.631644], [3.757562, -1.263725, 0.631215]],
  "atomic_forces_ev_per_a": [[-0.1253, 0.0041, -0.0299], [0.2965, 0.3363, -0.4031], [-0.3815, -0.4696, 0.4241], [-0.1523, -0.0270, 0.4209], [0.2464, -0.1097, -0.5224], [0.5797, -0.2455, 0.0304], [-0.5192, 0.2511, 0.0190], [0.1015, -0.0068, 0.1606], [0.1130, -0.0275, -0.1151], [0.0071, 0.1718, 0.0079], [-0.1658, 0.1228, 0.0077]]
}